(1)
ORCA calculation (ωB97M-V with the def2-TZVPD basis set) on a molecular structure, C21H22N3OS3V at a distorted geometry.

XYZ file:
```
51
Properties=species:S:1:pos:R:3:forces:R:3:nbo_charge:R:1
V -0.02921 -0.47967 0.59703 0.9 -1.1 -0.2 0.71
C -1.97125 -2.38734 -1.38612 -0.2 -0.2 0.0 -0.41
N -1.15482 -1.15449 -1.44918 0.3 0.2 0.1 -0.49
C -1.99866 0.01124 -1.75302 0.0 0.2 0.0 -0.23
C -1.26863 1.26660 -1.33140 -0.1 -0.1 -0.5 -0.23
N -1.01319 1.20430 0.12564 -0.8 1.0 0.0 -0.51
C 0.12465 2.04958 0.50703 0.2 0.9 0.0 0.09
C -2.20782 1.41987 0.93161 -0.4 0.0 0.3 0.14
C -2.80987 2.66901 1.00363 0.1 0.0 -0.1 -0.23
C -3.92432 2.85174 1.80272 0.0 0.0 0.0 -0.21
C -4.44478 1.77864 2.51629 0.0 0.0 0.0 -0.17
C -3.84802 0.53285 2.44418 0.1 0.0 0.0 -0.20
C -2.71082 0.34154 1.65858 0.0 0.2 -0.1 -0.20
S -1.91652 -1.22463 1.61456 -0.4 -0.1 0.4 -0.05
C -0.08776 -1.40738 -2.39705 0.3 -0.1 -0.2 0.20
C -0.23635 -1.32580 -3.77315 -0.1 0.1 0.0 -0.25
C 0.80640 -1.69490 -4.61053 0.0 0.0 0.0 -0.18
C 1.99433 -2.17498 -4.08001 0.0 0.0 0.0 -0.19
C 2.14550 -2.27976 -2.70714 0.0 0.0 0.1 -0.18
C 1.10552 -1.89679 -1.86877 -0.2 0.1 -0.2 -0.25
S 1.25803 -2.06624 -0.12115 0.6 -0.5 -0.1 0.18
H -2.42250 -2.59739 -2.36010 0.1 0.1 0.0 0.20
H -2.75489 -2.27970 -0.64252 0.0 0.0 0.0 0.23
H -1.33599 -3.22525 -1.10476 0.0 0.0 0.0 0.23
H -2.91935 -0.08580 -1.17657 0.0 0.0 0.0 0.23
H -2.26650 0.08381 -2.80933 -0.1 -0.1 0.0 0.22
H -1.84601 2.15827 -1.58523 0.0 0.0 0.1 0.23
H -0.30351 1.31581 -1.84204 0.0 0.0 0.0 0.23
H 0.15463 2.99844 -0.03954 -0.1 -0.1 -0.1 0.19
H 1.94050 1.28760 0.93571 0.5 -0.2 0.2 0.51
H 0.07413 2.25845 1.57820 0.0 -0.1 0.0 0.22
H -2.40449 3.50138 0.43863 0.0 0.0 0.0 0.22
H -4.38283 3.82824 1.87060 0.0 0.0 0.0 0.23
H -5.31167 1.92078 3.14731 0.0 0.0 0.0 0.23
H -4.23661 -0.30487 3.00755 0.0 0.0 0.0 0.24
H -1.16907 -0.99393 -4.21151 0.0 0.0 0.0 0.22
H 0.68176 -1.62224 -5.68223 0.0 0.0 0.0 0.23
H 2.79958 -2.47842 -4.73480 0.0 0.0 0.0 0.23
H 3.06235 -2.65971 -2.27595 0.0 0.0 0.0 0.23
O 1.23383 1.24587 0.17678 -0.9 -0.4 -0.3 -0.74
N 2.93955 0.87808 1.95929 0.2 -0.1 0.3 -0.51
C 4.21298 1.27152 2.02520 0.0 0.0 0.0 0.07
C 5.19489 0.52086 2.64371 0.0 0.0 0.0 -0.24
C 4.84124 -0.70534 3.18901 0.0 0.0 0.0 -0.13
C 3.51666 -1.10751 3.15340 -0.1 0.1 0.0 -0.23
C 2.58601 -0.27251 2.54600 0.2 0.1 -0.1 0.06
S 0.86804 -0.68537 2.60963 -0.1 -0.1 0.3 0.12
H 4.44005 2.22280 1.56003 0.0 0.0 0.0 0.21
H 6.21286 0.88005 2.67919 0.0 0.0 0.0 0.24
H 5.59029 -1.34093 3.64203 0.0 0.0 0.0 0.24
H 3.19164 -2.04637 3.57856 0.0 0.0 0.1 0.24
```
Forces are in eV/Å.

Results
Net charge: +1
Orbital gap (spin up / spin down) in eV: 6.453 / 7.490
Molecular weight in g/mol: 479.57
Calculated total energy in eV: -86841.4138
HOMO energy (spin up / spin down) in hartree: -0.395 / -0.403
⟨S²⟩: 0.797
Spin multiplicity: 2

=====

(2)
ORCA calculation (ωB97M-V with the def2-TZVPD basis set) on a gas-phase ion, C7H9N6 (charge -1) at a distorted geometry.

XYZ file:
```
22
Properties=species:S:1:pos:R:3:forces:R:3:nbo_charge:R:1
C 2.38590 -0.40421 0.03969 -7.3 -4.3 -1.1 0.28
C -1.19682 -0.52527 0.77991 0.9 -0.5 2.2 0.34
C 0.86222 -1.35971 -0.44538 2.0 2.5 1.7 0.35
C -1.95956 0.74503 0.98627 -2.0 0.8 -2.0 -0.47
C -1.75645 1.41779 -0.38429 -0.7 2.2 -0.8 -0.39
C -0.33422 1.01716 -0.87896 -2.0 -0.7 -1.3 -0.42
C -0.41663 -0.44133 -0.51296 0.8 -2.7 -1.2 -0.38
N 3.50830 -0.71771 -0.44917 2.1 -1.8 -2.1 -0.41
N 2.28113 0.67649 0.73235 1.4 1.5 -0.2 -0.44
N 4.27755 0.30169 -0.11770 0.5 0.5 0.4 -0.15
N 3.57209 1.13161 0.56674 -0.2 1.7 1.5 -0.18
N -1.14493 -1.38619 1.71048 -2.0 1.5 0.2 -0.63
N 0.83378 -2.62310 -0.55534 -0.5 0.4 -0.4 -0.66
H -3.07851 0.65579 1.05663 0.9 -0.8 0.3 0.21
H -1.75162 1.40915 1.80014 1.0 -0.1 0.6 0.23
H -2.60528 1.07146 -1.07033 1.4 0.2 0.5 0.18
H -1.92607 2.52830 -0.31166 0.3 -0.9 -0.1 0.20
H -0.10727 1.18127 -1.94411 -0.7 -0.3 0.1 0.21
H 0.48234 1.48843 -0.44349 1.1 1.0 1.7 0.26
H -1.07655 -0.95280 -1.27394 0.5 0.4 0.4 0.21
H -0.72337 -2.25277 1.54868 1.5 -1.3 -0.8 0.34
H -0.12603 -2.96107 -0.83360 1.0 0.5 0.3 0.31
```
Forces are in eV/Å.

Results
Net charge: -1
Orbital gap in eV: 8.747
Molecular weight in g/mol: 177.19
Calculated total energy in eV: -16343.4781
HOMO energy in hartree: -0.201

=====

(3)
ORCA calculation (ωB97M-V with the def2-TZVPD basis set) on a molecular structure, CH3I2O2P at a distorted geometry.

XYZ file:
```
9
Properties=species:S:1:pos:R:3:forces:R:3:nbo_charge:R:1
C 1.35081 0.08835 0.20717 -0.7 -0.9 -1.3 -1.01
O -0.58789 -0.12324 -1.85368 -0.1 -0.2 -1.0 -1.06
O -1.03414 -0.96548 0.57473 -0.2 -0.4 0.1 -1.02
P -0.36668 0.06941 -0.43587 0.9 0.2 1.1 1.97
I -2.97239 -1.34795 0.38467 0.0 -0.1 0.0 0.51
I -1.28561 2.16269 0.34172 -0.1 0.3 0.0 -0.19
H 1.27127 -0.27131 1.24564 0.4 1.1 -0.2 0.27
H 1.91605 -0.70176 -0.34078 -0.4 0.6 0.2 0.26
H 1.70857 1.08929 -0.12360 0.2 -0.7 1.1 0.27
```
Forces are in eV/Å.

Results
Energy above the lowest of the compared OMol25 structures with the same formula, charge and spin in kJ/mol: 59.6
Orbital gap in eV: 8.496
Molecular weight in g/mol: 331.81
Calculated total energy in eV: -30671.8758
HOMO energy in hartree: -0.362

=====

(4)
ORCA calculation (ωB97M-V with the def2-TZVPD basis set) on 2 unconnected molecules or ions with the total composition H4S4.

XYZ file:
```
8
Properties=species:S:1:pos:R:3:forces:R:3:nbo_charge:R:1
S -2.93224 1.70899 -1.31118 0.4 0.1 0.1 -0.12
S -1.62390 0.15341 -0.78536 -0.3 -0.1 0.0 -0.14
H -3.12443 1.33550 -2.57787 -0.2 -0.2 -0.1 0.13
H -0.97250 0.05350 -1.94669 0.2 0.2 -0.1 0.13
S 2.75105 -0.03236 2.26923 0.1 0.1 -0.2 -0.12
S 2.64468 -1.69013 1.03690 -0.1 0.1 0.3 -0.12
H 1.65810 -0.24503 3.00795 -0.1 -0.2 0.1 0.12
H 1.59923 -1.28388 0.30702 0.0 0.0 -0.2 0.12
```
Forces are in eV/Å.

Results
Energy above the lowest of the compared OMol25 structures with the same formula, charge and spin in kJ/mol: 27.5
Orbital gap in eV: 8.972
Molecular weight in g/mol: 132.30
Calculated total energy in eV: -43405.3184
HOMO energy in hartree: -0.329
SMILES string: SS.SS

=====

(5)
ORCA calculation (ωB97M-V with the def2-TZVPD basis set) on a molecular structure, C24H64N5O11PS2 at a distorted geometry.

XYZ file:
```
107
Properties=species:S:1:pos:R:3:forces:R:3:lowdin_charge:R:1
C 3.94964 -2.61291 -1.07466 0.1 0.2 0.4 -0.07
C 3.61839 -1.17762 -0.64762 -0.2 -0.5 -0.7 -0.16
C 2.63015 -0.45177 -1.55500 1.1 -0.1 -0.1 -0.27
O 3.18791 -0.53073 -2.92909 0.0 0.1 0.1 -0.16
S 2.06204 -0.79504 -3.99709 -0.1 -0.2 -0.5 0.60
O 2.12233 0.14420 -5.05221 -0.1 0.3 0.3 -0.20
O 2.01851 -2.18332 -4.32707 0.2 0.1 0.2 -0.23
O 0.83706 -0.47401 -3.01291 -0.1 0.1 -0.1 -0.17
C 1.25842 -1.04667 -1.76753 0.0 -0.7 0.2 -0.39
P -0.00971 -0.88976 -0.47024 -1.2 1.7 -0.2 0.22
O 0.54170 -1.71852 0.77285 0.2 -0.5 -0.3 -0.16
O -1.21850 -1.78244 -0.98552 0.5 -0.4 0.2 -0.16
S -0.57614 0.90403 -0.12645 0.1 -0.3 -0.1 0.45
H 4.48402 -3.09866 -0.25993 0.0 -0.1 0.0 0.08
H 3.05902 -3.20204 -1.27329 0.0 -0.1 -0.1 0.07
H 4.60871 -2.61863 -1.93545 -0.1 0.0 -0.2 0.08
H 4.53474 -0.59479 -0.69387 0.0 0.2 0.4 0.13
H 3.23745 -1.18497 0.37211 0.1 0.3 0.1 0.10
H 2.64036 0.60718 -1.29157 -0.4 0.1 0.0 0.12
H 1.36176 -2.12626 -1.94155 0.0 -0.1 0.1 0.12
H 1.31142 -1.30102 1.16965 0.1 0.1 0.3 0.07
H -0.96620 -2.71151 -1.07199 -0.2 -0.2 -0.1 0.09
C -1.19070 3.94766 4.09971 -0.1 0.0 -0.1 -0.07
C -1.42154 2.52149 3.60798 0.2 0.2 0.2 -0.43
C -1.99981 1.57820 4.67128 -0.1 -0.1 -0.2 -0.21
O -1.07112 1.13608 5.64305 0.0 0.1 0.1 -0.19
C -0.83276 2.03534 6.70820 0.1 -0.1 0.0 -0.11
N -0.17785 2.01320 3.02896 0.0 -0.2 0.1 0.03
H -0.30040 4.02793 4.72362 0.0 -0.1 0.0 0.07
H -1.05094 4.62166 3.25694 0.0 0.0 0.0 0.06
H -2.04702 4.30727 4.67605 0.0 0.0 0.0 0.08
H -2.16020 2.56908 2.80017 0.0 -0.1 0.0 0.13
H -2.34294 0.67038 4.16799 0.0 0.0 0.0 0.12
H -2.87516 2.02641 5.16119 0.0 0.1 0.0 0.12
H -1.73812 2.58900 6.97403 0.0 0.0 0.0 0.09
H -0.03320 2.74103 6.47030 -0.1 0.1 0.0 0.07
H -0.51858 1.44606 7.56959 0.0 0.0 0.0 0.09
H -0.35588 1.11418 2.59112 0.0 0.1 -0.1 0.00
H 0.46028 1.80670 3.79387 0.0 0.1 0.0 0.07
C -1.55063 -5.96526 -5.93906 -0.1 0.0 -0.1 -0.07
C -0.39087 -5.00906 -6.20444 -0.1 -0.2 0.2 -0.43
C 0.86236 -5.69593 -6.76416 0.1 0.2 -0.1 -0.21
O 1.61869 -6.42135 -5.81341 -0.1 -0.1 0.0 -0.19
C 1.15016 -7.72426 -5.53166 0.1 0.0 0.1 -0.11
N -0.10772 -4.24501 -4.98847 0.1 0.0 -0.1 0.05
H -1.40041 -6.53979 -5.02497 0.1 0.0 0.0 0.06
H -2.47604 -5.40314 -5.81649 0.0 0.0 0.0 0.07
H -1.68777 -6.66512 -6.76619 0.0 0.0 0.0 0.08
H -0.72236 -4.29883 -6.96786 0.1 0.0 -0.1 0.14
H 1.53527 -4.91935 -7.13526 0.0 0.0 0.1 0.12
H 0.61064 -6.34132 -7.61705 -0.1 0.0 0.0 0.12
H 0.72179 -8.19726 -6.42052 0.0 0.0 0.0 0.09
H 0.40788 -7.72304 -4.72900 -0.1 0.0 -0.1 0.07
H 2.00433 -8.31463 -5.20010 0.0 0.0 0.0 0.09
H 0.58274 -3.52517 -5.18862 -0.2 0.0 0.0 0.04
H 0.36889 -4.86901 -4.34263 0.0 0.0 0.0 0.07
C -0.96422 -6.45156 3.90203 0.0 -0.1 0.0 -0.07
C -0.79245 -6.37501 2.38815 0.1 0.2 0.2 -0.43
C 0.65949 -6.53820 1.91729 -0.1 -0.1 -0.2 -0.21
O 1.47849 -5.40018 2.10754 0.0 0.0 0.1 -0.20
C 2.01862 -5.25001 3.40694 0.0 0.1 -0.1 -0.11
N -1.39468 -5.12887 1.90611 0.2 0.0 -0.2 0.04
H -0.65192 -5.53011 4.39282 0.0 0.0 0.0 0.07
H -2.01327 -6.60723 4.15056 0.0 0.0 0.0 0.08
H -0.39039 -7.27864 4.32458 0.0 0.0 0.0 0.08
H -1.35569 -7.20586 1.95308 0.0 0.0 -0.1 0.13
H 0.64796 -6.70464 0.83670 0.0 0.0 0.0 0.12
H 1.12494 -7.42168 2.37408 0.0 0.0 0.1 0.12
H 2.25125 -6.21895 3.85774 0.0 0.0 0.0 0.09
H 1.34342 -4.69627 4.06364 0.0 -0.1 0.1 0.08
H 2.94245 -4.67923 3.31323 0.0 0.0 0.0 0.08
H -1.38163 -5.13072 0.88991 -0.1 0.0 0.0 0.07
H -0.76912 -4.36896 2.16291 -0.1 0.1 0.1 0.06
C 2.99679 4.03690 -2.28966 0.0 0.0 -0.1 -0.06
C 1.81930 3.48569 -1.49027 0.2 0.1 0.0 -0.43
C 0.85757 4.55887 -0.96717 -0.2 -0.1 0.0 -0.21
O 1.32940 5.28469 0.14983 0.0 0.1 0.0 -0.19
C 2.20199 6.35691 -0.14408 0.0 0.0 0.1 -0.11
N 2.32562 2.63457 -0.40860 -0.1 0.0 0.2 0.03
H 3.75906 4.47102 -1.64263 0.0 0.0 0.0 0.07
H 3.47305 3.23606 -2.85636 0.0 0.0 0.0 0.07
H 2.67103 4.80066 -2.99805 0.0 0.0 0.0 0.08
H 1.23683 2.84835 -2.16413 -0.1 0.0 0.0 0.13
H -0.04999 4.05636 -0.62289 0.0 0.0 0.0 0.10
H 0.56264 5.24711 -1.77099 0.1 0.0 0.0 0.12
H 1.93274 6.84612 -1.08526 0.0 0.0 0.0 0.09
H 3.24423 6.03022 -0.19019 0.0 0.0 -0.1 0.07
H 2.11146 7.08184 0.66447 0.0 0.0 0.0 0.09
H 1.52915 2.18777 0.04302 0.1 0.0 0.0 -0.03
H 2.71032 3.23874 0.31314 0.1 0.0 -0.1 0.08
C -2.58278 5.81606 0.60111 0.0 -0.2 0.0 -0.05
C -3.29851 5.91140 1.94537 0.1 0.2 -0.2 -0.43
C -4.76445 6.35228 1.84364 -0.1 -0.1 0.2 -0.21
O -4.95536 7.73121 1.59913 0.0 0.0 -0.1 -0.19
C -4.84390 8.12995 0.24645 0.0 0.1 0.1 -0.11
N -2.51461 6.77176 2.83540 -0.2 0.1 0.1 0.04
H -2.30608 6.79835 0.21868 0.0 0.0 0.0 0.07
H -1.66102 5.24315 0.70971 0.0 0.1 0.0 0.06
H -3.20475 5.31756 -0.14518 0.0 0.0 0.0 0.08
H -3.30610 4.90682 2.38079 -0.1 0.0 0.0 0.12
H -5.24226 6.16300 2.80873 0.0 0.1 0.0 0.12
H -5.30297 5.75597 1.09470 0.1 0.0 -0.1 0.12
H -5.22351 7.35875 -0.43028 0.0 0.0 0.0 0.09
H -3.81198 8.37098 -0.01996 0.0 -0.1 -0.1 0.07
H -5.44406 9.03071 0.12111 0.0 0.0 0.0 0.09
H -2.91685 6.74255 3.76836 0.1 -0.1 0.0 0.07
H -2.64935 7.73482 2.53906 0.1 0.0 -0.1 0.07
```
Forces are in eV/Å.

Results
Orbital gap in eV: 9.073
Molecular weight in g/mol: 693.91
Calculated total energy in eV: -86857.1205
HOMO energy in hartree: -0.331

=====

(6)
ORCA calculation (ωB97M-V with the def2-TZVPD basis set) on 2 unconnected molecules or ions with the total composition C4H10O.

XYZ file:
```
15
Properties=species:S:1:pos:R:3:forces:R:3:nbo_charge:R:1
C -1.40523 -0.73203 -1.74843 0.0 0.0 0.0 -0.66
C -0.97190 0.03630 -0.53904 0.0 0.2 -0.2 0.34
C -0.63595 1.32758 -0.52964 0.0 -0.1 0.0 -0.56
C 2.03735 -0.11184 1.62653 0.0 0.0 0.0 -0.87
O -0.96923 -0.76483 0.56579 0.0 0.2 0.1 -0.68
H -1.35977 -0.10965 -2.64443 0.0 -0.1 0.1 0.22
H -0.76173 -1.60739 -1.88653 -0.1 0.1 0.0 0.22
H -2.42998 -1.09595 -1.61694 0.1 0.0 0.0 0.23
H -0.66240 1.90941 -1.44341 0.0 -0.1 0.1 0.21
H -0.33743 1.83921 0.38280 0.0 -0.1 -0.1 0.20
H 1.58730 -1.00151 1.17960 0.1 0.1 0.1 0.22
H 2.06036 0.69026 0.88464 0.0 -0.1 0.1 0.22
H 1.44857 0.20703 2.49301 0.1 0.0 -0.1 0.20
H 3.05353 -0.33892 1.95628 -0.1 0.0 0.0 0.22
H -0.65348 -0.24765 1.31978 -0.1 -0.1 -0.1 0.48
```
Forces are in eV/Å.

Results
Energy above the lowest of the compared OMol25 structures with the same formula, charge and spin in kJ/mol: 72.7
Orbital gap in eV: 9.783
Molecular weight in g/mol: 74.12
Calculated total energy in eV: -6357.0491
HOMO energy in hartree: -0.326
SMILES string: C=C(C)O.C

=====

Which value of calculated total energy does entry 6 give?
-6357.0491 eV

=====

Among the records above, which one has the highest calculated total energy?
C4H10O